{
  "formula": "C42H72NO31S3",
  "method": "ωB97M-V/def2-TZVPD",
  "symbols": ["C", "C", "C", "C", "C", "C", "N", "O", "C", "C", "C", "H", "H", "H", "H", "H", "H", "H", "H", "H", "H", "H", "H", "H", "H", "H", "H", "H", "H", "C", "C", "O", "C", "O", "O", "H", "H", "H", "H", "C", "C", "O", "C", "O", "O", "H", "H", "H", "H", "C", "C", "O", "C", "O", "O", "H", "H", "H", "H", "C", "C", "O", "C", "O", "O", "H", "H", "H", "H", "C", "C", "O", "C", "O", "O", "H", "H", "H", "H", "C", "C", "O", "C", "O", "O", "H", "H", "H", "H", "C", "C", "O", "C", "O", "O", "H", "H", "H", "H", "C", "C", "O", "C", "O", "O", "H", "H", "H", "H", "C", "C", "O", "C", "O", "O", "H", "H", "H", "H", "C", "S", "O", "C", "H", "H", "H", "H", "H", "H", "C", "S", "O", "C", "H", "H", "H", "H", "H", "H", "C", "S", "O", "C", "H", "H", "H", "H", "H", "H"],
  "coordinates": [[-1.391, -2.377, 1.202], [-0.291, -1.318, 1.056], [1.015, -2.032, 1.595], [2.317, -1.495, 1.188], [2.439, -1.143, -0.296], [1.126, -0.307, -0.898], [-0.128, -0.866, -0.352], [-1.368, -0.421, -1.067], [1.177, -0.343, -2.462], [1.325, 1.196, -0.422], [-0.624, -0.076, 2.007], [-1.502, -2.750, 2.220], [-1.176, -3.173, 0.488], [-2.302, -2.006, 0.734], [1.054, -3.121, 1.598], [0.987, -1.885, 2.675], [3.108, -2.139, 1.573], [2.497, -0.557, 1.713], [2.831, -1.962, -0.899], [3.253, -0.428, -0.177], [0.373, 0.221, -2.936], [1.024, -1.341, -2.873], [2.158, -0.130, -2.887], [1.471, 1.277, 0.655], [0.421, 1.728, -0.718], [2.118, 1.755, -0.918], [-1.287, -0.360, 2.824], [-1.153, 0.742, 1.519], [0.263, 0.414, 2.408], [-3.563, 0.146, -3.752], [-2.402, 1.119, -3.745], [-2.976, 2.162, -4.546], [-4.202, 1.838, -4.977], [-4.920, 2.511, -5.749], [-4.522, 0.647, -4.565], [-3.947, 0.000, -2.742], [-3.330, -0.876, -4.049], [-1.481, 0.694, -4.143], [-2.357, 1.354, -2.681], [0.855, -4.211, -1.829], [-0.480, -4.165, -2.448], [-0.397, -5.166, -3.458], [0.790, -5.761, -3.508], [1.056, -6.806, -4.167], [1.655, -5.056, -2.731], [0.849, -4.744, -0.878], [1.318, -3.226, -1.889], [-0.810, -3.177, -2.769], [-1.146, -4.548, -1.676], [0.220, -3.680, 4.929], [-0.494, -2.311, 5.109], [-1.748, -2.703, 5.516], [-1.869, -3.977, 5.870], [-2.822, -4.571, 6.363], [-0.617, -4.541, 5.662], [1.231, -3.673, 5.336], [0.221, -4.083, 3.916], [-0.352, -1.708, 4.212], [-0.032, -1.762, 5.930], [4.150, -4.618, -0.068], [4.716, -4.121, -1.413], [5.638, -3.155, -0.944], [5.992, -3.301, 0.376], [6.948, -2.701, 0.868], [5.093, -4.101, 0.941], [4.006, -5.687, 0.090], [3.176, -4.157, 0.100], [3.901, -3.560, -1.872], [5.169, -4.904, -2.021], [-4.332, 2.844, 5.564], [-4.285, 2.716, 4.024], [-3.022, 2.088, 3.897], [-2.536, 1.565, 4.996], [-1.455, 0.974, 5.154], [-3.357, 1.988, 6.044], [-5.245, 2.930, 6.153], [-3.925, 3.834, 5.768], [-4.341, 3.680, 3.518], [-5.097, 2.070, 3.687], [-4.845, 0.608, 1.030], [-3.869, 1.012, -0.041], [-4.483, 2.307, -0.339], [-5.767, 2.306, -0.039], [-6.595, 3.133, -0.266], [-6.056, 1.231, 0.636], [-4.616, 0.651, 2.095], [-5.017, -0.464, 0.926], [-3.859, 0.268, -0.838], [-2.829, 1.069, 0.279], [-1.756, 4.243, -0.261], [-2.196, 4.144, 1.199], [-2.919, 5.368, 1.374], [-3.171, 6.008, 0.173], [-3.927, 6.926, -0.094], [-2.545, 5.300, -0.768], [-1.997, 3.334, -0.812], [-0.678, 4.402, -0.238], [-1.338, 4.052, 1.865], [-2.850, 3.275, 1.269], [4.170, 4.191, 0.501], [2.961, 4.126, 1.474], [1.813, 4.694, 0.815], [2.131, 4.919, -0.447], [1.412, 5.388, -1.311], [3.417, 4.605, -0.618], [4.563, 3.181, 0.385], [4.911, 4.970, 0.680], [3.269, 4.701, 2.347], [2.755, 3.120, 1.839], [2.146, 4.346, -4.652], [2.800, 3.042, -4.054], [1.916, 2.003, -4.566], [1.001, 2.487, -5.346], [0.068, 1.907, -5.834], [1.162, 3.841, -5.370], [2.909, 4.826, -5.265], [1.933, 5.097, -3.892], [2.906, 2.988, -2.970], [3.789, 3.004, -4.512], [2.844, 2.418, 7.127], [2.785, 0.686, 6.449], [1.559, 0.057, 7.080], [2.212, 1.235, 4.771], [2.832, 2.325, 8.213], [1.884, 2.830, 6.817], [3.505, 3.239, 6.851], [1.139, 1.392, 4.657], [2.440, 0.361, 4.161], [2.841, 2.030, 4.370], [6.276, -0.092, -6.128], [4.494, -0.495, -6.191], [4.454, -1.720, -7.105], [4.407, -1.077, -4.393], [6.298, 0.658, -5.338], [6.564, 0.100, -7.162], [6.917, -0.913, -5.809], [4.586, -0.328, -3.621], [5.234, -1.786, -4.347], [3.400, -1.480, -4.285], [-5.634, -2.747, -2.229], [-4.528, -3.029, -0.736], [-5.174, -2.665, 0.574], [-4.731, -4.900, -0.622], [-5.428, -3.453, -3.034], [-5.634, -1.713, -2.576], [-6.678, -2.978, -2.017], [-4.180, -5.319, -1.464], [-5.786, -5.174, -0.611], [-4.276, -5.281, 0.292]],
  "atomic_forces_ev_per_a": [[-0.2, 0.6, -1.6], [0.8, 1.1, -0.1], [-1.3, 0.2, 1.3], [0.4, 0.9, -0.5], [-0.7, 1.4, 0.3], [1.2, -0.3, 1.2], [-0.5, -1.4, -1.6], [1.9, -0.2, 1.5], [-0.4, -0.8, 0.5], [-0.5, -0.4, -0.7], [-0.1, -0.5, -0.3], [-0.1, 0.1, -0.1], [0.5, -0.5, 0.3], [-0.3, 0.4, 0.7], [-0.7, -0.3, -1.0], [-0.2, 0.2, 0.4], [0.3, -0.2, -0.4], [-0.1, 0.3, 0.2], [-0.5, -0.1, -0.3], [0.3, 0.3, -1.1], [0.3, 0.4, 0.3], [-0.3, -0.5, 0.4], [0.0, 0.8, 0.4], [-0.1, -0.1, 0.1], [-0.3, 0.0, 0.3], [0.5, -0.3, -0.2], [0.2, -0.1, 0.2], [-0.1, -0.3, -0.6], [0.3, -0.3, 0.2], [1.2, -2.9, 1.9], [-1.2, -0.7, 0.5], [0.5, 1.0, -0.1], [-1.5, 3.2, -3.4], [2.5, -1.9, 2.7], [-2.4, -0.5, -0.9], [-0.2, 0.3, 0.0], [0.3, 0.0, -0.4], [-0.1, 0.6, -0.1], [1.0, 0.8, -0.3], [2.3, 0.1, -0.6], [-1.1, -0.7, 0.8], [-1.1, -0.4, -1.0], [1.4, -3.1, -1.9], [-0.9, 4.4, 2.6], [-0.4, -0.6, 0.0], [0.2, 0.6, 0.2], [0.1, -0.2, 0.9], [0.1, -0.2, -0.4], [-0.6, 0.3, -0.3], [-0.2, 0.5, -0.1], [3.0, -0.8, 0.2], [-3.4, 0.9, -0.2], [0.4, -1.8, 1.0], [2.4, 1.9, -1.5], [-1.2, -1.1, 1.0], [-0.1, -0.1, 0.0], [0.2, 0.4, -0.3], [-1.2, 0.0, 0.0], [0.0, 0.1, 0.0], [-0.1, 0.2, 0.6], [-0.9, 0.1, 1.7], [1.6, 0.6, -0.3], [1.3, 1.7, -0.6], [-2.8, -1.9, -0.9], [-0.3, -0.8, 0.2], [0.5, 0.0, -0.2], [0.1, 0.2, 0.3], [0.3, -0.4, -0.7], [0.0, 0.3, -0.1], [0.4, 3.1, -0.3], [-1.3, -0.5, 1.7], [0.6, -0.3, -2.4], [2.3, -0.1, 2.8], [-3.8, 1.7, -0.8], [1.3, -2.5, 0.0], [-0.3, -1.3, -0.4], [0.1, 0.5, 0.0], [0.4, -0.2, -0.1], [0.3, -0.2, -0.4], [-0.2, -3.3, 0.0], [-0.5, 0.5, 1.4], [2.2, 0.6, -1.7], [-1.0, 0.9, 0.0], [0.4, 0.7, -0.6], [-0.5, -1.6, 1.7], [0.2, 1.2, -0.1], [-0.1, -0.1, 0.0], [-0.3, 0.6, -0.4], [-0.1, 0.5, -0.2], [0.2, -0.7, 0.8], [-0.3, -0.2, -1.1], [-0.6, 1.1, 0.7], [-1.3, -0.5, -0.6], [1.9, -1.7, 1.6], [0.7, 0.5, -1.2], [0.1, 0.1, -0.1], [-0.1, 0.6, -0.9], [-0.3, 0.3, 0.2], [-0.2, 0.2, 0.6], [-2.6, -0.1, 0.3], [1.1, 0.1, 1.8], [0.2, -0.5, 1.3], [-0.6, 1.1, -1.6], [1.3, -1.1, 1.7], [1.2, 0.0, -3.2], [0.3, 0.3, -0.4], [0.0, -0.3, 0.3], [-0.8, 0.3, 0.2], [-0.3, 0.0, -0.4], [3.9, 0.0, 2.4], [-0.1, 0.8, -0.7], [2.5, -1.0, 1.5], [-2.2, 1.2, 0.0], [1.4, 0.5, 0.1], [-4.0, -0.2, -2.9], [0.0, 0.0, -0.4], [-1.0, -0.3, 0.1], [-0.4, -0.1, -0.1], [0.0, -0.8, 0.1], [-1.3, 0.1, 0.4], [-1.6, 1.0, -0.3], [1.5, 0.6, -0.4], [0.9, -1.2, -0.2], [0.1, -0.1, 0.0], [-0.4, -0.2, 0.3], [0.9, -0.8, -0.4], [0.0, 0.3, 0.7], [-0.1, -0.1, -0.2], [-0.1, 0.2, 0.3], [-0.7, -0.4, 0.4], [1.0, -1.8, -0.3], [-0.4, 1.4, 1.5], [0.3, 0.0, -1.2], [0.6, 0.7, -0.6], [0.0, 0.9, 0.3], [-0.5, -0.4, 0.2], [-0.1, 0.4, -0.4], [-0.4, -0.4, 0.2], [0.3, -0.3, 0.1], [-0.8, -0.5, 0.7], [-0.7, -1.7, 0.6], [0.0, 0.7, -1.0], [0.5, 0.8, -0.9], [0.8, 0.2, 0.0], [0.5, -0.1, 0.1], [-0.1, 0.0, 0.6], [-0.3, -0.2, -0.1], [0.0, 0.2, -0.2], [0.1, 0.6, 0.1]],
  "mulliken_charge": [-1.781, 2.981, -0.152, -0.840, -0.877, 2.226, 0.854, -0.089, -0.837, -1.494, -0.598, -0.061, 0.292, 0.025, 0.306, -0.605, 0.689, -0.115, -0.857, 0.432, -0.392, 0.145, 0.061, -0.082, 0.172, 0.345, 0.690, -0.880, -0.474, 0.837, 0.807, -0.380, 0.537, -0.671, -0.387, -0.936, 0.265, 0.153, -0.315, 1.254, 0.468, -0.394, 0.494, -0.650, -0.404, 0.151, -1.010, -0.064, 0.097, -0.138, 0.912, -0.327, 0.637, -0.601, -0.426, 0.332, 0.160, -0.772, 0.289, 0.491, 0.101, -0.375, 0.729, -0.601, -0.428, 0.346, -0.466, -0.212, 0.417, -0.577, -0.330, 0.266, 0.276, -0.446, -0.373, 0.384, 0.289, 0.269, 0.334, 0.415, 2.724, -0.379, 0.634, -0.625, -0.412, -0.310, 0.014, -1.510, -0.786, 1.805, 0.780, -0.479, 0.567, -0.589, -0.389, -0.502, -0.701, 0.343, -0.775, -0.273, 0.058, -0.304, 0.737, -0.541, -0.390, 0.256, 0.300, 0.344, -0.122, -0.219, 0.125, -0.121, 0.589, -0.558, -0.401, 0.279, 0.235, -0.082, 0.188, -0.989, 0.414, -0.544, -0.541, 0.354, 0.276, 0.370, 0.242, 0.043, 0.371, -0.998, 0.598, -0.673, -0.991, 0.320, 0.358, 0.318, 0.427, 0.534, 0.124, -1.159, 1.038, -0.762, -1.373, 0.390, 0.258, 0.430, 0.383, 0.401, 0.357],
  "homo_ev": -4.0202,
  "charge": -1,
  "spin_multiplicity": 1
}